A 2-piece molecular cluster, CH3N2PS overall. Source: the Open Molecules 2025 dataset; level of theory: the ωB97M-V functional and the def2-TZVPD basis.

ORCA input file:
```
! wB97M-V def2-TZVPD RIJCOSX def2/J DEFGRID3
* xyz 0 1
C 0.1578 -2.3512 -0.4036
N 0.0108 -3.4347 -0.0781
N 1.3967 -0.1052 0.1307
P 0.2450 -0.6577 -1.0103
S -2.2716 -0.5239 0.7715
H 1.1195 -0.4053 1.0451
H 1.4094 0.8781 0.3895
H -1.8184 0.6150 1.3600
*
```

Relative energy (zero: lowest compared OMol25 entry of this formula, charge and spin) (eV): 2.392
Calculated total energy (eV): -24187.6454
F_max (eV Å⁻¹): 1.92
Highest occupied orbital energy (alpha / beta) (eV): -9.344 / -9.020